Entry 1:
Computed, not measured: C16H14F6N4OPdS2Se as an isolated structure, with wB97M-V/def2-TZVPD.

XYZ file:
```
45
Properties=species:S:1:pos:R:3:forces:R:3
Pd -0.071404 -0.063756 0.350480 -1.3 -0.2 -0.1
N 0.175206 0.958914 3.920119 0.0 0.0 0.1
C -0.519518 -0.155520 3.728728 -0.2 -0.3 0.3
N -0.786087 -0.679711 2.560879 0.5 0.3 -0.6
C -1.506697 -1.843029 2.665278 -0.1 -0.1 0.3
C -1.789538 -2.216981 3.967195 0.0 -0.1 -0.2
S -1.156858 -1.110407 5.082545 0.1 0.2 -0.3
C -1.929444 -2.484354 1.463527 0.0 0.3 -0.2
C -2.792656 -3.576284 1.324080 -0.1 -0.2 0.0
S -3.187246 -3.858337 -0.292781 0.2 0.2 0.0
C -2.160278 -2.470463 -0.749553 -0.4 -0.4 -0.3
N -1.561182 -1.930806 0.282487 0.7 0.8 0.3
N -2.054937 -2.027232 -1.982371 0.0 0.0 0.2
H 0.455458 1.513887 3.126880 0.0 0.0 0.0
H 0.319617 1.338823 4.841473 0.0 0.0 0.0
H -2.337047 -3.083592 4.300513 0.0 0.0 0.0
H -3.201700 -4.197549 2.104295 0.0 0.0 0.1
H -2.548250 -2.456395 -2.749826 0.0 0.0 0.0
H -1.583937 -1.131502 -2.131255 0.0 0.1 0.0
C -0.230761 3.015964 -1.021771 -0.2 -0.3 -0.1
C -1.303367 1.946218 -1.273051 -0.3 0.4 0.0
O -0.781814 0.665336 -1.447589 0.3 -0.2 0.9
C -2.100792 2.283969 -2.563018 0.2 -0.2 0.1
F -1.297450 2.158000 -3.619088 0.0 0.0 -0.1
F -2.598837 3.516709 -2.551867 0.1 0.0 0.0
F -3.115081 1.414370 -2.708030 0.0 0.0 0.0
C -2.318653 1.964366 -0.072923 0.3 -0.2 0.6
F -2.862694 0.749746 0.139686 -0.2 0.0 -0.3
F -3.286368 2.846619 -0.153560 0.0 0.1 -0.1
F -1.638082 2.222036 1.102121 0.0 0.0 -0.3
H 0.388094 3.122987 -1.910609 0.0 0.0 0.0
H 0.400810 2.702398 -0.182492 -0.1 0.1 -0.1
H -0.691461 3.974442 -0.787257 0.1 0.0 0.0
Se 2.016871 -1.127790 0.980985 0.8 -0.2 -0.3
C 3.227510 -0.652670 -0.360673 -0.3 0.1 0.2
C 4.453686 -1.334876 -0.444596 0.0 -0.1 0.1
C 5.395610 -0.920903 -1.360691 0.0 -0.1 0.0
C 5.144124 0.186019 -2.169993 -0.1 0.0 0.0
C 3.913528 0.843358 -2.116275 0.0 0.0 0.1
C 2.948805 0.416977 -1.231762 -0.1 0.1 0.0
H 4.639296 -2.183600 0.200250 0.1 0.0 0.0
H 6.331445 -1.454460 -1.446117 0.0 0.0 0.0
H 5.903592 0.536677 -2.854557 0.0 0.0 0.0
H 3.724572 1.689568 -2.761957 0.0 0.0 0.0
H 1.973896 0.892854 -1.197852 0.1 0.1 -0.1
```
Forces are in eV/Å.

As for the multiplicity: 5. The value obtained for the energy above the lowest of the compared OMol25 structures with the same formula, charge and spin is 11.7 kcal/mol. The value obtained for the LUMO energy (alpha / beta) is -6.8 / -9.5 eV. Its expectation value of S² is 6.058. As for the HOMO-LUMO gap (alpha / beta): 7.96 / 5.58 eV. The charge is +2. The value obtained for the HOMO energy (alpha / beta) is -14.7 / -15.1 eV.

***

Entry 2:
Computed, not measured: C16H14GdN2O8S as an isolated structure, with wB97M-V/def2-TZVPD.

XYZ file:
```
42
Properties=species:S:1:pos:R:3:forces:R:3
Gd 0.276170 -0.917074 0.257632 1.9 1.1 0.3
O 2.790536 2.011527 -2.305791 -0.1 -0.4 0.2
C 1.937865 1.341487 -1.557882 0.0 0.6 -0.2
O 2.123315 0.191599 -1.182249 -0.2 -0.2 0.2
C 0.714428 2.110570 -1.181952 0.0 0.0 -0.1
C 0.461165 3.438997 -1.449518 -0.1 0.0 0.1
C -0.726300 3.969070 -0.936932 0.0 0.0 0.0
C -1.599139 3.180460 -0.201550 0.1 0.1 -0.1
C -1.266893 1.845498 -0.002078 -0.3 0.2 0.0
N -0.142057 1.363982 -0.492563 0.0 -0.4 0.0
C -2.023852 0.782130 0.834477 0.6 -1.0 1.0
O -2.918455 1.277711 1.744418 -0.2 0.3 -0.4
O -1.056337 0.097973 1.562895 -0.1 0.1 -0.9
H 3.559150 1.437936 -2.471688 0.1 0.1 -0.1
H 1.157468 4.040774 -2.014713 0.0 0.0 0.0
H -0.965344 5.009808 -1.108523 0.0 0.0 0.0
H -2.513961 3.587317 0.201566 0.0 0.0 0.0
H -3.664424 1.650236 1.241544 0.0 0.0 0.1
C -1.967628 0.822671 -6.874988 0.0 0.0 -0.1
C -2.379186 0.680969 -5.438070 0.0 0.0 0.0
C -3.682975 0.962065 -5.035258 -0.1 0.0 -0.1
C -4.078380 0.839259 -3.716846 0.1 0.0 0.0
C -3.147045 0.433124 -2.760481 0.1 0.1 -0.4
C -1.845645 0.148939 -3.142007 0.0 0.0 0.2
C -1.469491 0.268932 -4.470183 0.0 0.0 0.0
S -3.794009 0.323948 -1.140606 -0.5 -0.1 0.2
O -4.869492 -0.618311 -1.182161 0.1 0.1 0.0
O -4.048262 1.672031 -0.682754 -0.1 0.0 -0.1
N -2.617753 -0.251350 -0.111130 -0.1 -0.3 -0.1
C -2.842962 -1.652120 0.408826 -0.1 0.3 -0.2
C -1.536076 -2.416310 0.201677 -0.4 0.1 0.2
O -0.813291 -2.707900 1.181214 -0.5 -0.6 0.2
O -0.969479 -2.275221 -0.943288 -0.3 0.0 -0.2
H -2.829831 0.970955 -7.522445 0.0 0.0 0.0
H -1.430685 -0.060059 -7.222616 0.0 0.0 0.0
H -1.306194 1.681472 -7.004687 0.0 0.0 0.0
H -4.412327 1.274293 -5.772276 0.0 0.0 0.0
H -5.105032 1.049989 -3.448855 0.0 0.0 0.1
H -1.120065 -0.174460 -2.412714 -0.1 -0.1 0.1
H -0.454814 0.017346 -4.755687 0.0 0.0 0.0
H -3.650138 -2.094770 -0.167634 0.0 0.0 0.0
H -3.114486 -1.620047 1.459632 0.1 0.0 0.0
```
Forces are in eV/Å.

As for the multiplicity: 8. The value obtained for the energy above the lowest of the compared OMol25 structures with the same formula, charge and spin is 15.5 kcal/mol. The value obtained for the LUMO energy (alpha / beta) is -5.6 / -4.3 eV. Its expectation value of S² is 15.895. As for the HOMO-LUMO gap (alpha / beta): 6.59 / 7.93 eV. The charge is +1. The value obtained for the HOMO energy (alpha / beta) is -12.2 / -12.2 eV.

***

Entry 3:
Computed, not measured: C16H14N2O3S2 in the gas phase, with wB97M-V/def2-TZVPD.

XYZ file:
```
37
Properties=species:S:1:pos:R:3:forces:R:3
C -0.025321 1.270528 4.078598 0.0 0.1 0.1
C 0.213974 0.161004 3.407386 -0.1 -0.1 -0.1
C -0.715976 -0.384037 2.362189 -0.3 0.1 0.4
N -0.130474 -0.256188 1.034125 -0.1 0.0 -0.2
C 0.760167 -1.161102 0.570772 0.5 -0.2 -0.7
N 1.367105 -1.078026 -0.565033 0.1 -0.3 0.2
C 1.052190 -0.027688 -1.337900 -0.4 0.5 0.0
C 0.139828 0.971556 -1.005997 0.4 -0.3 -0.2
C 0.029630 1.945519 -2.056047 0.4 0.0 -0.6
C 0.855478 1.633943 -3.101931 0.0 -0.1 0.2
S 1.775079 0.197211 -2.883988 -0.3 0.1 0.3
H 0.965921 2.192991 -4.009275 0.0 0.1 -0.2
C -0.803096 3.125426 -2.119049 -0.7 0.3 0.8
C -1.736104 3.682943 -1.282211 0.5 -0.4 -0.3
C -2.207183 4.845709 -1.930374 0.2 0.2 -0.6
C -1.534950 4.918438 -3.111001 -0.6 0.5 0.4
O -0.685989 3.889271 -3.239600 0.3 -0.3 -0.1
H -1.568864 5.626419 -3.915734 0.1 0.0 -0.1
H -2.944702 5.530216 -1.564554 -0.1 0.2 0.0
H -2.037465 3.307640 -0.328340 0.0 -0.1 0.1
C -0.501645 0.891167 0.283650 0.1 -0.1 -0.1
O -1.295053 1.667362 0.772313 -0.1 0.2 0.1
S 1.140354 -2.547966 1.582112 0.1 -0.4 0.4
C 1.989646 -3.610942 0.369614 -0.1 0.5 -0.1
C 0.920928 -4.373332 -0.394125 0.1 -0.1 0.3
O 0.580103 -4.053328 -1.500178 0.0 0.0 -0.2
C 0.327339 -5.525406 0.368996 -0.2 -0.1 -0.2
H -0.579614 -5.873101 -0.117813 0.0 0.0 0.0
H 1.051091 -6.339136 0.387238 0.1 -0.1 0.0
H 0.117171 -5.235718 1.395923 0.0 0.0 0.1
H 2.558449 -2.954572 -0.287324 0.0 -0.2 0.0
H 2.630512 -4.271823 0.949787 0.0 0.0 0.0
H -0.926013 -1.442024 2.546567 -0.1 0.2 -0.1
H -1.645471 0.189629 2.350737 0.1 -0.2 0.0
H 1.122238 -0.406369 3.560942 0.2 0.0 0.1
H 0.663279 1.649960 4.813955 0.2 0.0 0.1
H -0.922563 1.843823 3.915573 -0.2 0.1 -0.1
```
Forces are in eV/Å.

The value obtained for the LUMO energy is 0.4 eV. As for the HOMO-LUMO gap: 7.95 eV. As for the SMILES: C=CCn1c(SCC(C)=O)nc2scc(-c3ccco3)c2c1=O. The charge is 0. The value obtained for the HOMO energy is -7.6 eV.

***

Entry 4:
Computed, not measured: C16H14N2O4Sr as an isolated structure, with wB97M-V/def2-TZVPD.

XYZ file:
```
37
Properties=species:S:1:pos:R:3:forces:R:3
Sr 0.447874 0.624489 0.062946 0.8 -0.6 -2.9
O 2.269169 0.176905 1.305815 1.9 -0.9 0.9
C 2.436923 -0.825690 2.184262 0.1 -0.3 0.3
C 3.006003 -0.565656 3.430793 0.0 0.1 -0.1
C 3.217380 -1.581128 4.341672 0.0 -0.1 0.0
C 2.885946 -2.890849 4.014208 0.0 0.0 0.0
C 2.314220 -3.157599 2.787184 0.0 0.0 -0.1
C 2.045706 -2.141958 1.864141 0.1 0.2 0.2
C 1.304622 -2.525834 0.662066 -0.2 -0.2 -0.2
N 0.776037 -1.734323 -0.176906 0.4 -1.4 0.0
C -0.101452 -2.256754 -1.200146 -0.3 -0.2 -0.2
C -1.492324 -1.630174 -1.010481 0.0 -0.2 -0.1
N -1.365789 -0.190953 -1.101990 -1.7 -0.5 -1.2
C -2.118828 0.455114 -1.919018 -0.1 -0.4 0.1
C -2.081196 1.861758 -2.201414 0.1 0.4 0.0
C -3.096071 2.369818 -3.040034 0.1 -0.1 0.1
C -3.167743 3.694658 -3.378103 -0.1 0.1 -0.1
C -2.191283 4.570533 -2.877271 -0.1 -0.1 0.0
C -1.180342 4.114430 -2.073180 0.1 0.0 0.1
C -1.064507 2.746264 -1.702493 -0.2 0.2 -0.4
O -0.079387 2.342578 -0.981235 -1.1 2.6 -1.9
H 3.265157 0.458255 3.664663 0.0 0.0 0.0
H 3.647566 -1.357443 5.309126 0.0 0.0 0.0
H 3.063582 -3.694263 4.716216 0.0 0.0 0.0
H 2.033962 -4.174229 2.536001 0.0 0.0 0.0
H 1.166077 -3.609858 0.546807 0.0 0.0 0.0
H -0.169535 -3.352278 -1.181197 0.0 0.0 0.0
H 0.270300 -1.935405 -2.177231 0.0 -0.1 0.0
H -1.859730 -1.896485 -0.013542 0.0 0.0 0.0
H -2.178808 -2.046740 -1.758994 0.0 0.0 0.0
H -2.887402 -0.105769 -2.469881 0.0 0.0 0.0
H -3.841644 1.676921 -3.416585 0.0 0.0 0.0
H -3.959503 4.058797 -4.018648 0.0 0.0 0.0
H -2.240024 5.620806 -3.139608 0.0 0.0 0.0
H -0.425653 4.791138 -1.692138 0.0 0.0 0.0
O 0.080193 0.794391 2.149656 -0.2 0.2 3.1
O 1.270505 1.316536 1.954538 0.4 1.1 2.5
```
Forces are in eV/Å.

The value obtained for the energy above the lowest of the compared OMol25 structures with the same formula, charge and spin is 58.5 kcal/mol. The value obtained for the LUMO energy is -0.6 eV. As for the HOMO-LUMO gap: 6.95 eV. The charge is 0. The value obtained for the HOMO energy is -7.5 eV.

***

Entry 5:
Computed, not measured: C16H14N4NiO6S2 as an isolated structure, with wB97M-V/def2-TZVPD.

XYZ file:
```
43
Properties=species:S:1:pos:R:3:forces:R:3
Ni 0.953135 -0.240386 -0.758186 0.4 0.2 0.0
O 2.910273 1.416741 2.859037 -0.1 0.1 0.0
C 2.005293 2.397177 3.067915 0.2 -0.1 0.0
C 2.214317 3.220076 4.175118 0.0 0.1 0.0
C 1.346033 4.256502 4.445502 0.0 0.0 0.0
C 0.244215 4.494480 3.623270 0.0 0.0 0.0
C 0.034553 3.677612 2.534003 0.0 0.0 0.0
C 0.902277 2.622226 2.232469 0.0 0.0 -0.1
C 0.634577 1.772031 1.050302 0.3 -0.2 0.5
O 1.426047 0.742242 0.840113 -0.2 0.3 0.0
N -0.388950 2.056829 0.305734 -0.1 -0.3 -0.5
N -0.485864 1.121579 -0.733241 0.0 0.0 0.3
C -1.484916 1.279978 -1.509083 -0.2 0.1 -0.1
S -2.584221 2.620554 -1.341149 0.0 0.0 0.0
C -3.713051 2.019249 -2.627184 -0.1 0.0 -0.1
C -2.903122 1.279132 -3.674805 -0.1 0.0 0.0
S -1.810758 0.140514 -2.794440 0.1 0.0 0.1
H 2.639466 0.949681 2.043071 0.0 -0.1 0.1
H 3.077052 3.023879 4.799044 0.0 0.0 0.0
H 1.525759 4.889873 5.305485 0.0 0.0 0.0
H -0.435636 5.309093 3.835357 0.0 0.0 0.0
H -0.811802 3.836404 1.879578 0.0 0.0 0.0
H -4.217872 2.886414 -3.052356 0.0 0.0 0.0
H -4.453284 1.362623 -2.172740 0.0 0.0 0.0
H -2.298357 1.962230 -4.268286 0.0 0.0 0.0
H -3.533020 0.684645 -4.335247 0.0 0.0 0.0
C -0.956891 -2.725450 1.444204 0.0 0.0 0.0
C -0.168716 -3.048501 0.225681 0.0 0.0 0.0
N 0.479001 -2.184049 -0.529311 0.0 0.1 -0.1
C 1.073749 -2.887158 -1.552815 -0.1 0.1 0.1
C 0.778559 -4.202417 -1.416941 0.0 -0.2 0.1
N -0.000506 -4.281329 -0.288415 -0.1 -0.1 0.1
C 1.086003 -5.448338 -2.167064 -0.2 0.0 -0.1
O 1.829786 -5.329349 -3.243909 0.0 0.0 0.1
O 0.614751 -6.489058 -1.773436 0.1 0.0 0.0
C 1.878583 -2.135292 -2.548730 0.0 0.4 0.0
O 2.424519 -2.737795 -3.467181 0.0 -0.1 -0.1
O 1.913647 -0.867319 -2.326966 0.0 -0.3 -0.1
H -0.879722 -1.661531 1.651311 0.0 0.0 0.0
H -0.580615 -3.273564 2.307583 0.0 0.0 0.0
H -2.008317 -2.978031 1.306552 0.0 0.0 0.0
H -0.368672 -5.155703 0.056749 0.0 0.0 0.0
H 2.092693 -4.376493 -3.406593 0.1 0.1 0.0
```
Forces are in eV/Å.

As for the multiplicity: 3. The value obtained for the LUMO energy (alpha / beta) is 0.0 / -0.6 eV. Its expectation value of S² is 2.005. As for the HOMO-LUMO gap (alpha / beta): 8.24 / 7.70 eV. The charge is 0. The value obtained for the HOMO energy (alpha / beta) is -8.3 / -8.3 eV.

***

Entry 6:
Computed, not measured: C16H14N4O in the gas phase, with wB97M-V/def2-TZVPD.

XYZ file:
```
35
Properties=species:S:1:pos:R:3:forces:R:3
O -1.201119 0.177735 -2.043101 -0.6 2.3 -2.7
N -1.779925 -0.895129 -0.241439 2.4 -2.0 1.0
N 0.669025 -2.820697 -0.142616 3.6 3.4 -2.0
C -0.779414 -0.352537 -1.061871 -4.4 -2.4 0.8
C 0.593150 -0.486741 -0.931999 6.1 1.7 1.6
C 1.311263 -1.651203 -0.616754 -4.3 -1.3 1.1
C 0.133930 4.996758 1.156963 -0.6 0.9 -0.2
C -0.889568 4.631859 0.211868 3.3 -0.6 0.1
C 1.368639 4.350945 1.104504 0.5 1.2 2.2
C -0.644701 3.672699 -0.790269 0.3 -1.0 0.7
C 1.535009 3.245105 0.308862 0.5 -1.2 -1.7
C -2.919460 -3.858574 1.434658 0.9 2.5 -1.1
C -1.854984 -4.787038 1.223544 1.8 -0.9 0.2
C 0.558198 2.892818 -0.649190 -0.4 1.3 0.4
C -2.743077 -2.542456 1.015692 -1.7 -3.2 1.3
C -0.613808 -4.371731 0.655288 -2.7 -3.7 1.8
C -1.671178 -2.164975 0.272494 1.4 4.1 -1.2
C -0.552964 -3.045287 0.228566 1.2 0.0 -1.0
N 1.418269 0.677085 -1.160963 -2.1 -1.6 0.2
N 0.883734 1.907706 -1.610098 0.5 -0.2 0.4
C 2.753686 -1.735305 -0.753471 1.3 -2.1 1.5
H 0.075359 5.884979 1.899375 -0.4 -1.7 -1.5
H -1.751279 5.188541 0.160327 -2.0 1.1 0.1
H 2.169572 4.796462 1.813501 -1.2 -1.3 -1.4
H -1.426575 3.429708 -1.586673 1.3 0.3 1.2
H 2.472459 2.643068 0.200157 -0.7 0.9 0.6
H -3.902328 -3.985257 1.849799 0.1 -1.1 0.5
H -1.967116 -5.804170 1.660468 0.2 0.8 -0.6
H -3.471553 -1.808073 1.170300 -1.1 0.8 0.2
H 0.321684 -5.079556 0.526411 -2.3 1.7 0.4
H 2.384036 0.625367 -0.843973 -0.6 0.4 -0.5
H 0.059531 1.719229 -2.146619 -0.2 -0.6 -0.6
H 2.972089 -2.734983 -1.161106 0.1 0.3 0.3
H 3.285749 -1.672976 0.237654 -0.6 -0.1 -0.8
H 3.203668 -1.043376 -1.390290 0.5 1.2 -1.2
```
Forces are in eV/Å.

The value obtained for the energy above the lowest of the compared OMol25 structures with the same formula, charge and spin is 102.6 kcal/mol. The value obtained for the LUMO energy is -1.5 eV. As for the HOMO-LUMO gap: 6.25 eV. As for the SMILES: Cc1nc2ccccc2nc(=O)c1NNc1ccccc1. The charge is 0. The value obtained for the HOMO energy is -7.7 eV.

***

The following max |F| values (in eV Å⁻¹) correspond, in order, to the records above: 1.37; 2.21; 1.12; 3.45; 0.66; 6.55.
The following calculated total energy values (in a.u.) correspond, in order, to the records above: -4836.67624; -2493.25486; -1749.69841; -1059.13458; -3593.40192; -912.19895.